Record 1
The following is a DFT calculation (the ωB97M-V functional and the def2-TZVPD basis) of a molecular structure, C2H4N2OS2 at a distorted geometry.

Structure (XYZ):
```
11
Properties=species:S:1:pos:R:3:forces:R:3
S -3.005816 -0.490351 -0.134554 -4.0 0.6 2.0
S -0.254052 -0.598169 -0.057497 2.5 -0.9 0.1
O 1.851857 1.269050 -0.052833 -0.3 -0.9 0.6
N 2.339736 -0.988949 -0.218032 4.5 0.9 2.9
N -2.260554 1.035753 -0.167946 -1.6 0.4 0.2
C -1.018624 0.893714 -0.186050 0.5 0.4 0.5
C 1.511740 0.117764 -0.038106 -1.1 -2.4 -1.3
H -4.380784 -0.123492 0.784962 3.2 -0.7 -2.2
H -0.285041 1.655491 -0.098043 0.1 1.4 -0.4
H 3.298062 -0.735341 0.358377 -2.8 -1.0 -2.4
H 2.203473 -2.035466 -0.190279 -0.9 2.1 0.1
```
Forces are in eV/Å.

frontier orbital gap = 8.8593 eV
multiplicity = 1
LUMO level = 0.0 eV
M = 136.2 g mol⁻¹
highest occupied orbital energy = -8.8596 eV

---

Record 2
The following is a DFT calculation (the ωB97M-V functional and the def2-TZVPD basis) of C2H4N2OS2 in the gas phase at a distorted geometry.

Structure (XYZ):
```
11
Properties=species:S:1:pos:R:3:forces:R:3
S -1.690446 1.260847 0.541419 0.2 -0.6 0.5
S 1.585511 -0.332347 2.454384 -0.9 -0.3 -1.5
O 2.940062 -0.905922 2.222305 -0.6 0.5 0.0
N -0.294352 0.331307 -1.657413 -0.3 1.8 -1.4
N -0.644607 -0.195978 0.740169 -0.4 0.0 -0.5
C 0.697307 -0.375921 1.023626 0.7 0.6 0.5
C -1.153554 -0.067674 -0.611187 -1.6 -1.4 0.0
H 1.265776 -0.629285 0.138790 0.4 -0.4 0.0
H -0.783968 0.525686 -2.614935 0.9 -0.8 2.5
H 0.008952 1.282416 -1.335240 0.2 -1.1 -0.7
H -1.930682 -0.893128 -0.901917 1.4 1.7 0.7
```
Forces are in eV/Å.

frontier orbital gap (spin up / spin down) = 7.5400 / 7.5370 eV
multiplicity = 1
LUMO level (spin up / spin down) = -0.8 / -0.8 eV
M = 136.2 g mol⁻¹
highest occupied orbital energy (spin up / spin down) = -8.3172 / -8.3153 eV

---

Record 3
The following is a DFT calculation (the ωB97M-V functional and the def2-TZVPD basis) of C2H4N2OS3 in the gas phase at a distorted geometry.

Structure (XYZ):
```
12
Properties=species:S:1:pos:R:3:forces:R:3
S 1.121986 2.090847 -0.023143 -1.0 -1.0 -0.5
S -2.668934 -0.281481 -0.209891 2.8 0.1 -3.9
S 1.559232 -1.331944 -0.995853 2.6 0.2 3.0
O -0.056492 -0.322944 2.256593 -1.8 1.8 0.8
N 0.896119 -1.422744 0.629839 -1.0 2.2 -3.4
N -1.044222 0.633832 -0.942439 0.5 0.0 2.0
C 0.058135 0.826560 -0.080454 -2.1 -0.7 1.5
C 0.136344 -0.283978 1.083814 3.3 -2.7 -1.1
H -2.758869 -1.196536 -1.423362 0.2 1.8 2.5
H 1.067692 -2.246086 1.164220 -0.2 -0.2 0.6
H 2.858976 -0.817776 -0.409702 -2.2 -0.9 -1.8
H -1.042550 1.472109 -1.553670 -1.2 -0.7 0.3
```
Forces are in eV/Å.

frontier orbital gap = 7.7828 eV
multiplicity = 1
SMILES = O=C(NS)C(=S)NS
LUMO level = -1.2 eV
M = 168.3 g mol⁻¹
highest occupied orbital energy = -8.9992 eV

---

Record 4
The following is a DFT calculation (the ωB97M-V functional and the def2-TZVPD basis) of a molecular structure, C2H4N2OS3 at a distorted geometry.

Structure (XYZ):
```
12
Properties=species:S:1:pos:R:3:forces:R:3
S 1.893069 -1.138916 -0.180084 -0.3 0.3 0.4
S -1.695741 -0.241785 1.440551 2.1 0.6 0.2
S 0.474435 -2.730451 -2.332464 0.3 -0.9 -0.6
O 1.816002 1.507111 0.055385 0.0 1.7 0.3
N -0.321719 0.391495 -0.368333 -0.9 0.8 2.0
N -0.322629 -0.611060 -1.201077 -2.1 0.5 -1.2
C 0.629180 -1.499539 -1.297067 2.4 -1.6 0.6
C 0.993686 0.455938 0.329185 1.2 -1.4 -1.1
H 2.244296 1.652782 -0.797723 -0.6 -0.8 -0.2
H 0.920312 0.494496 1.401573 -0.6 -0.2 0.2
H -2.632043 -0.521862 0.606127 -1.2 -0.3 -1.1
H -1.095525 -0.936812 -1.808706 -0.1 1.4 0.6
```
Forces are in eV/Å.

frontier orbital gap (spin up / spin down) = 7.2095 / 7.1889 eV
multiplicity = 1
LUMO level (spin up / spin down) = -1.7 / -1.8 eV
M = 168.3 g mol⁻¹
highest occupied orbital energy (spin up / spin down) = -8.8601 / -8.9589 eV

---

Record 5
The following is a DFT calculation (the ωB97M-V functional and the def2-TZVPD basis) of a molecular structure, C2H4N2S at a distorted geometry.

Structure (XYZ):
```
9
Properties=species:S:1:pos:R:3:forces:R:3
S -1.467386 0.676733 3.073932 0.1 -0.2 -0.4
N -0.722430 -0.144334 0.640000 0.5 1.2 0.7
N 0.412249 0.637174 0.311903 1.5 1.8 3.9
C 0.610330 -0.050546 -0.915914 0.3 0.8 -1.6
C -0.751813 -0.620359 -0.539942 1.1 -1.0 -1.4
H 1.143050 0.919341 1.057234 -1.8 -1.2 -1.6
H 0.740687 0.766586 -1.723789 -0.2 -1.9 0.6
H -1.368040 -1.343468 -1.009198 -0.8 -0.3 0.0
H 1.403353 -0.841128 -0.894226 -0.6 0.7 -0.2
```
Forces are in eV/Å.

frontier orbital gap (spin up / spin down) = 7.4998 / 7.4835 eV
multiplicity = 1
LUMO level (spin up / spin down) = -1.6 / -1.7 eV
M = 88.1 g mol⁻¹
highest occupied orbital energy (spin up / spin down) = -9.1494 / -9.1501 eV

---

Record 6
The following is a DFT calculation (the ωB97M-V functional and the def2-TZVPD basis) of C2H4N2S in the gas phase at a distorted geometry.

Structure (XYZ):
```
9
Properties=species:S:1:pos:R:3:forces:R:3
S 0.189525 1.830442 1.713165 0.6 -0.8 -0.6
N 0.480594 -0.207398 -0.038898 -0.7 -0.6 -0.5
N -1.504694 -0.761012 -1.278878 1.0 -1.2 0.4
C 0.973016 0.606774 0.904896 0.1 0.9 1.5
C -0.845107 -0.066319 -0.447341 -0.7 0.3 -1.2
H 1.004762 -0.965758 -0.472954 0.1 0.4 0.5
H -0.975376 -1.629191 -1.535805 -0.5 0.8 -0.1
H -1.305039 0.829821 -0.070687 0.0 0.2 0.3
H 1.982320 0.362640 1.226502 0.1 0.0 -0.3
```
Forces are in eV/Å.

frontier orbital gap = 8.7638 eV
multiplicity = 1
SMILES = [H]/N=C\NC=S
LUMO level = 0.0 eV
M = 88.1 g mol⁻¹
highest occupied orbital energy = -8.8088 eV

---

Record 7
The following is a DFT calculation (the ωB97M-V functional and the def2-TZVPD basis) of 2 unconnected molecules or ions with the total composition C2H4N2S at a distorted geometry.

Structure (XYZ):
```
9
Properties=species:S:1:pos:R:3:forces:R:3
S 0.996622 1.239964 -0.208986 0.1 -0.7 0.0
N -2.297473 1.114111 0.050562 -0.2 0.5 0.7
N 1.399384 -1.320640 -0.160403 -2.2 3.4 0.7
C 0.529001 -0.379901 0.221337 1.3 -0.4 0.3
C -1.813175 0.095675 -0.153437 -0.3 -2.0 -2.4
H 1.278127 -2.218619 0.129190 -0.3 -2.8 0.8
H -1.439306 -0.779708 -0.740264 -1.1 1.2 1.3
H 2.178588 -1.057478 -0.648971 2.6 0.2 -1.5
H -0.230821 1.664684 0.111664 0.1 0.6 0.1
```
Forces are in eV/Å.

frontier orbital gap = 9.2510 eV
multiplicity = 1
LUMO level = 0.6 eV
M = 88.1 g mol⁻¹
highest occupied orbital energy = -8.6716 eV

---

Record 8
The following is a DFT calculation (the ωB97M-V functional and the def2-TZVPD basis) of C2H4N2S in the gas phase at a distorted geometry.

Structure (XYZ):
```
9
Properties=species:S:1:pos:R:3:forces:R:3
S -1.729093 2.162207 -0.788828 0.6 -1.7 1.3
N -0.556197 -0.217116 -0.677190 -2.7 -4.4 -4.6
N 0.498880 -1.030345 -0.356580 -1.1 1.5 1.9
C 1.293629 -0.589423 0.559610 2.2 -3.6 -0.7
C -0.940471 0.867278 -0.048431 -2.3 2.8 -4.1
H 1.937248 -1.602100 0.701064 -0.5 3.3 0.6
H -1.328095 -0.812240 -1.308386 3.0 2.7 1.7
H -0.655315 0.793489 0.897327 1.3 0.8 4.5
H 1.479415 0.428250 1.021414 -0.5 -1.4 -0.6
```
Forces are in eV/Å.

frontier orbital gap = 8.2068 eV
multiplicity = 1
SMILES = C=NNC=S
LUMO level = -0.5 eV
M = 88.1 g mol⁻¹
highest occupied orbital energy = -8.7258 eV

---

Record 9
The following is a DFT calculation (the ωB97M-V functional and the def2-TZVPD basis) of C2H4N2S in the gas phase at a distorted geometry.

Structure (XYZ):
```
9
Properties=species:S:1:pos:R:3:forces:R:3
S 0.381110 -1.861855 0.044415 -1.0 -0.6 0.6
N -0.357258 0.770426 0.083423 1.4 0.3 2.8
N 3.096721 0.945632 -0.181109 0.9 0.3 -0.3
C 0.609540 -0.184448 0.595458 2.0 1.7 -3.5
C 2.185343 0.296135 0.050205 -3.6 -1.2 1.4
H 0.708417 -0.096895 1.625620 0.1 0.1 1.8
H -0.737778 -2.121560 0.836208 1.0 0.3 -0.7
H -0.559323 0.673639 -0.867969 -0.1 -0.2 -1.6
H 0.002987 1.712520 0.322057 -0.7 -0.7 -0.5
```
Forces are in eV/Å.

frontier orbital gap = 10.7303 eV
multiplicity = 1
SMILES = N#C[C@@H](N)S
LUMO level = 0.5 eV
M = 88.1 g mol⁻¹
highest occupied orbital energy = -10.1965 eV

---

Record 10
The following is a DFT calculation (the ωB97M-V functional and the def2-TZVPD basis) of a molecular structure, C2H4N2S2 at a distorted geometry.

Structure (XYZ):
```
10
Properties=species:S:1:pos:R:3:forces:R:3
S -2.246890 -0.881165 0.242898 -0.8 -0.4 -1.0
S -1.227690 1.860920 -0.085339 0.5 -2.0 -0.5
N 0.608178 -1.586351 -0.282949 2.8 0.8 1.2
N 1.530477 0.706009 0.504602 1.7 -5.6 -5.2
C -0.927632 0.180232 -0.078817 -0.8 3.6 0.7
C 0.484452 -0.331467 -0.018504 0.8 0.6 1.2
H 1.108554 1.609330 0.577980 -0.2 0.8 -0.8
H 2.357692 0.515012 -0.505104 -3.2 1.7 4.3
H 1.629011 -1.948237 -0.061315 -2.4 1.1 -0.7
H -3.316149 -0.124281 -0.293455 1.5 -0.5 0.8
```
Forces are in eV/Å.

frontier orbital gap = 7.5933 eV
multiplicity = 1
LUMO level = -1.3 eV
M = 120.2 g mol⁻¹
highest occupied orbital energy = -8.9115 eV

---

How do the records compare in energy above the lowest of the compared OMol25 structures with the same formula, charge and spin? In the order shown, they have 57.96; 82.05; 58.89; 61.18; 125.99; 7.94; 65.15; 71.43; 24.15; 76.71 kcal/mol.
How do the records compare in E? In the order shown, they have -1059.6509; -1059.6125; -1457.8095; -1457.8059; -586.0936; -586.2817; -586.1906; -586.1806; -586.2559; -984.3926 hartree.